Entry from the Open Molecules 2025 dataset: 7 unconnected molecules or ions with the total composition C20H33N7 (wB97M-V/def2-TZVPD).

The geometry in XYZ format:
```
60
Properties=species:S:1:pos:R:3:forces:R:3:nbo_charge:R:1
C -17.24914 -10.37349 0.49617 -1.297 0.627 -0.811 -0.62
C -16.44274 -10.44942 1.74873 1.205 0.944 0.919 -0.38
C -16.73030 -9.28605 2.77884 0.584 -1.344 0.048 -0.51
C -18.03106 -9.58989 3.34178 -1.054 0.372 0.508 0.29
N -19.06720 -9.88573 3.75233 0.546 0.118 -0.211 -0.34
H -18.36675 -10.27872 0.69475 1.359 -0.132 -0.247 0.22
H -17.09142 -11.22975 -0.19325 -0.042 0.469 0.513 0.22
H -16.88951 -9.45927 -0.02393 -0.655 -0.541 0.080 0.20
H -15.38863 -10.30237 1.50028 0.087 -0.331 -0.139 0.22
H -16.51211 -11.39829 2.27114 -0.194 -0.052 0.087 0.21
H -16.66756 -8.28416 2.35126 -0.217 -0.155 -0.133 0.25
H -15.98181 -9.33936 3.59999 -0.428 0.044 -0.515 0.25
C -14.95368 -9.84505 -2.06919 0.194 0.168 -0.775 -0.62
C -14.27524 -9.09887 -3.23425 -0.103 -0.720 -0.041 -0.37
C -12.81395 -9.56000 -3.55044 -1.175 1.053 0.326 -0.52
C -12.64214 -10.93709 -3.94390 -0.063 1.104 0.615 0.29
N -12.34859 -12.00522 -4.18930 0.183 -1.790 -0.548 -0.33
H -15.23992 -10.86225 -2.27178 -0.203 -0.441 -0.441 0.21
H -15.81999 -9.30312 -1.72999 -0.408 0.183 -0.163 0.21
H -14.30903 -9.91411 -1.22435 0.800 0.080 0.727 0.22
H -14.17855 -8.08348 -2.86346 0.001 0.364 -0.439 0.21
H -14.89658 -9.11642 -4.16133 0.425 0.083 0.729 0.21
H -12.25457 -9.38353 -2.61973 0.232 -0.059 -0.484 0.25
H -12.45548 -8.93857 -4.38153 0.237 -0.035 0.412 0.25
C -15.29528 -13.87272 2.39238 -0.096 0.523 -1.111 -0.62
C -15.31537 -14.05814 0.85549 -0.534 0.088 0.255 -0.37
C -13.95711 -14.07869 0.17908 1.150 0.213 1.070 -0.54
C -13.24424 -12.80130 0.20664 0.495 2.057 0.635 0.35
N -12.75002 -11.75051 0.29536 -0.714 -1.668 -0.251 -0.40
H -14.72034 -14.60701 2.90766 0.355 -0.912 0.194 0.21
H -16.32284 -13.92447 2.69867 -0.470 -0.052 0.529 0.21
H -14.88771 -12.92555 2.73131 0.022 0.334 -0.292 0.21
H -15.96728 -13.27393 0.39161 0.495 -0.654 0.339 0.21
H -15.76964 -15.04651 0.63996 0.050 0.551 0.072 0.21
H -14.00786 -14.31767 -0.84829 -0.262 -0.582 -1.219 0.25
H -13.27187 -14.80334 0.66064 -0.417 0.141 -0.238 0.27
C -10.24477 -16.92195 -1.65536 -1.460 0.408 -0.634 -0.72
C -10.72639 -15.55054 -1.44504 0.834 -1.444 0.096 0.31
N -11.04429 -14.47083 -1.28215 -0.423 1.257 0.200 -0.36
H -9.30116 -17.11091 -1.18235 0.320 -0.095 0.222 0.25
H -10.20348 -17.04370 -2.72976 0.506 -0.122 -0.306 0.26
H -11.03207 -17.61771 -1.35893 0.270 -0.003 0.444 0.26
C -9.53532 -10.76218 -1.01053 -0.057 0.080 -0.266 -0.73
C -9.26468 -9.61213 -0.17796 -0.571 2.731 1.764 0.29
N -9.12573 -8.62417 0.43296 -0.078 -2.249 -1.275 -0.35
H -9.00443 -11.59775 -0.59853 0.431 -0.566 -0.141 0.25
H -9.16165 -10.46549 -1.98222 0.166 -0.488 -0.412 0.25
H -10.58109 -11.06808 -1.10480 0.024 0.423 0.318 0.28
C -16.30154 -19.13771 0.54679 -0.244 0.100 0.479 -0.72
C -15.78078 -20.45350 0.91356 -0.472 0.817 -0.438 0.28
N -15.39393 -21.48971 1.18996 0.352 -0.793 0.250 -0.33
H -15.76600 -18.38407 1.13532 -0.268 -0.055 -0.119 0.25
H -17.38567 -19.09111 0.74778 0.526 0.017 0.037 0.26
H -16.14880 -18.93089 -0.50443 0.118 -0.076 -0.204 0.25
C -9.43551 -14.69872 2.08433 -0.050 -1.363 -0.138 -0.72
C -10.61682 -15.50307 1.91421 -0.386 -0.349 -0.030 0.32
N -11.55496 -16.15215 1.81746 -0.305 -0.203 -0.095 -0.37
H -8.60274 -15.19996 1.62962 0.531 -0.334 -0.089 0.25
H -9.27956 -14.59286 3.12771 0.370 0.451 0.917 0.26
H -9.56870 -13.80299 1.57136 -0.222 1.806 -0.582 0.26
```
Forces are in eV/Å.

The spin multiplicity is 1. The highest occupied orbital energy comes out at -0.41615 Ha. The calculation puts the frontier orbital gap at 11.5358 eV. The total charge is 0. The LUMO energy comes out at 0.21 eV. As for the calculated total energy: -31703.47622 eV.